138
Properties=species:S:1:pos:R:3:forces:R:3:lowdin_charge:R:1 method="wB97M-V/def2-TZVPD" largest_force_ev_per_a=5.005 energy_ha=-7540.42239 total_charge=+1 gap_ev=1.555 homo_ev=-8.82
C 7.628434 -5.984154 1.631587 0.1 -0.1 -0.2 -0.185
C 6.167889 -5.907937 1.121159 0.5 1.0 1.1 -0.624
P 5.232514 -4.591537 1.911614 -0.2 -0.4 0.2 1.065
C 4.359675 -5.153130 3.418514 -0.7 0.1 -0.5 -0.411
C 3.505213 -6.424786 3.259027 0.6 0.1 0.0 -0.130
Si 3.778946 -3.613074 0.474159 0.8 0.7 0.3 0.267
C 4.815872 -3.172858 -1.024044 0.4 -0.2 0.2 -0.384
N 6.116334 -2.535602 -0.734568 -0.5 -0.1 0.2 -0.006
O 3.105448 -2.386938 1.330737 0.0 -0.4 -1.1 -0.374
Si 2.612978 -0.919376 0.615647 -0.6 1.7 0.6 0.598
C 3.210464 0.455388 1.785086 -0.4 -0.8 -0.1 -0.185
C 4.241238 -0.149174 2.710455 0.2 0.5 -0.3 -0.370
O 5.037732 0.799102 3.405503 0.1 -0.5 0.2 -0.175
Si 6.510037 0.106704 3.811430 0.4 0.7 0.1 0.473
C 7.372416 0.968650 5.264823 0.0 -1.3 -0.2 -0.283
C 6.338770 -1.676608 4.358708 0.0 -0.2 0.1 -0.145
C 7.615136 0.167797 2.298580 -0.3 -0.1 0.5 -0.128
C 0.743839 -1.044709 0.505451 0.6 -0.6 0.0 -0.181
C 0.192043 -1.175371 1.923030 -0.6 0.2 0.1 -0.457
C -0.854665 -2.277929 2.151579 0.9 0.0 -0.1 -0.035
O -0.361595 0.115839 2.224730 0.1 0.2 0.0 -0.083
P 2.172867 -5.090070 -0.208550 -0.4 -0.2 -0.1 0.848
N 0.910469 -4.974066 0.952663 1.1 -0.5 0.0 -0.172
O 2.859746 -6.566116 -0.109306 -0.6 0.2 0.2 -0.360
H 7.711755 -6.829930 2.341088 0.1 0.4 -0.7 -0.152
H 8.304114 -6.126741 0.799976 0.2 -0.3 -0.2 0.083
H 7.928181 -5.094093 2.167288 0.1 0.2 0.1 0.062
H 5.680924 -6.872407 1.297622 -0.3 -0.1 -0.1 0.026
H 6.245230 -5.617088 0.061005 -0.4 -0.1 -0.2 -0.045
H 5.072325 -5.227574 4.228055 0.3 -0.1 0.1 0.062
H 3.696231 -4.332654 3.675339 0.0 0.4 0.2 0.071
H 3.885401 -7.037854 2.451647 0.0 -0.4 -0.1 0.045
H 2.472719 -6.187592 3.046633 -0.2 0.1 0.0 0.052
H 3.547998 -6.993681 4.176539 -0.1 -0.2 0.2 0.079
H 5.034582 -4.117344 -1.523901 -0.1 -0.2 -0.2 0.073
H 4.272150 -2.590416 -1.756941 -0.2 0.2 -0.1 0.071
H 6.708614 -3.203211 -0.257265 0.3 0.1 0.0 0.045
H 6.002918 -1.741854 -0.114509 0.1 0.1 0.0 0.046
H 3.216738 -0.631365 -0.701657 0.2 -0.6 -0.1 0.026
H 3.639442 1.269671 1.213401 0.1 0.2 -0.2 0.093
H 2.349877 0.824939 2.333244 -0.1 0.3 0.2 0.081
H 4.903201 -0.758972 2.086934 0.2 -0.3 0.0 0.065
H 3.747647 -0.818318 3.407224 -0.1 -0.2 0.3 0.113
H 6.762019 0.862005 6.149964 -0.3 0.2 0.2 0.050
H 8.279312 0.395725 5.421847 0.2 -0.2 -0.1 0.015
H 7.581931 2.011928 5.011759 0.1 0.0 -0.2 -0.048
H 7.317418 -2.144607 4.293653 0.3 0.0 -0.1 0.038
H 5.660825 -2.262914 3.742937 -0.2 -0.1 -0.2 -0.017
H 6.026316 -1.781737 5.391504 -0.2 0.1 0.2 0.044
H 7.040048 0.067630 1.384231 0.0 0.1 -0.3 0.017
H 8.365796 -0.613227 2.337374 0.2 -0.2 0.0 0.033
H 8.128336 1.121618 2.305663 0.1 0.3 -0.2 0.041
H 0.270690 -0.216425 -0.008042 0.0 0.2 -0.1 0.087
H 0.505438 -1.944607 -0.059888 -0.1 -0.1 -0.2 0.072
H 1.027266 -1.349920 2.605654 0.1 0.0 0.3 0.108
H -0.494223 -2.938861 2.933880 -0.2 -0.1 0.4 0.075
H -1.016329 -2.888172 1.278660 -0.1 0.0 -0.2 0.037
H -1.811285 -1.846960 2.409068 -0.3 0.0 0.1 0.072
H -0.872435 0.051258 3.034076 0.2 -0.2 0.3 0.060
H 1.228539 -4.505956 1.797355 -0.3 0.2 0.0 0.022
H 0.627901 -5.908053 1.240913 -0.5 0.1 -0.1 0.050
H 2.265356 -7.210559 0.300318 0.2 -0.2 -0.1 0.069
C -3.508429 3.466778 1.584364 0.4 1.7 0.2 -0.169
C -3.214516 2.901241 0.210076 0.5 0.5 0.4 -0.508
C -3.233885 3.994919 -0.856840 -0.5 0.3 -0.4 -0.116
C -4.641469 4.489987 -1.189571 0.0 -0.2 0.0 -0.159
C -5.570644 3.312750 -1.496760 0.4 0.3 -0.2 -0.124
C -5.588584 2.264348 -0.376285 -1.2 0.4 0.7 -0.498
N -4.208363 1.823951 -0.015042 0.3 -0.3 -0.6 -0.143
O -3.743404 1.027076 -0.948757 0.1 -0.5 0.0 -0.138
C -6.337699 2.856131 0.833368 0.2 0.2 0.1 -0.052
C -6.419608 1.063657 -0.797602 0.2 -0.4 -0.3 -0.036
C -1.810051 2.329475 0.276255 0.2 -0.2 -0.1 -0.035
H -4.085537 2.726150 2.107039 -1.8 1.5 -4.2 -0.150
H -2.580017 3.637307 2.174941 0.1 0.1 -0.3 0.091
H -4.063278 4.405476 1.601817 0.0 0.0 0.0 0.111
H -2.776804 3.596236 -1.764127 0.0 -0.2 0.0 0.126
H -2.606954 4.833538 -0.544278 0.1 -0.1 0.1 0.134
H -5.046706 5.095225 -0.371717 0.0 0.0 0.0 0.106
H -4.589783 5.152395 -2.054404 0.0 0.0 0.0 0.104
H -6.582634 3.684259 -1.667533 -0.1 -0.1 0.1 0.128
H -5.252034 2.846332 -2.432721 0.1 -0.2 0.1 0.124
H -6.317202 2.155690 1.676833 0.0 -0.1 0.0 0.055
H -7.381320 3.024895 0.575229 0.0 -0.1 -0.1 0.096
H -5.959443 3.821862 1.166363 0.0 0.0 0.0 0.059
H -6.046044 0.614579 -1.714507 0.1 0.0 0.0 0.081
H -7.447889 1.377190 -0.975719 0.0 0.1 0.1 0.091
H -6.426135 0.300989 -0.015487 0.1 0.0 0.0 0.091
H -1.740224 1.519143 1.010471 0.0 -0.1 -0.1 0.057
H -1.110683 3.116722 0.566585 -0.1 0.1 0.1 0.106
H -1.488887 1.945818 -0.687517 -0.1 -0.1 0.0 0.091
C -6.567370 3.528188 -7.400841 0.0 0.0 0.2 -0.072
C -5.955745 4.907743 -7.576601 0.0 -0.2 0.0 -0.302
O -6.087071 5.746293 -6.441261 -0.1 0.2 0.0 -0.157
C -5.491172 5.282684 -5.249570 0.1 -0.1 0.1 -0.289
C -3.989236 5.069336 -5.357360 0.0 0.0 -0.1 -0.070
H -7.625496 3.610759 -7.149971 0.0 0.0 0.0 0.084
H -6.469521 2.955827 -8.323416 0.0 0.0 0.0 0.077
H -6.081817 2.960484 -6.604916 0.1 0.0 -0.1 0.064
H -6.468497 5.425851 -8.382020 0.0 0.1 0.0 0.058
H -4.903940 4.831111 -7.875582 0.0 0.0 0.0 0.110
H -5.992610 4.368805 -4.905107 0.1 0.0 0.0 0.101
H -5.688998 6.048126 -4.497543 -0.1 0.1 -0.1 0.116
H -3.736716 4.306915 -6.094503 0.0 -0.1 0.1 0.069
H -3.581688 4.750598 -4.395579 0.0 0.0 0.0 0.059
H -3.495021 5.994260 -5.656023 0.0 0.0 0.0 0.085
Cl 9.039238 2.531729 6.597705 -0.2 0.2 -0.1 0.157
Cl 5.909084 -7.341881 -1.032358 0.0 -0.2 -0.3 0.071
C -6.483443 7.203043 -11.208350 0.0 0.0 0.0 -2.059
Cl -5.766202 8.106193 -12.542363 0.0 0.0 0.0 0.532
Cl -5.843603 7.800956 -9.676059 0.0 0.1 0.0 0.550
Cl -8.235952 7.404832 -11.231879 0.0 0.0 0.0 0.529
Cl -6.088110 5.487322 -11.381941 0.0 0.0 0.0 0.523
Be 7.307503 -7.656968 3.996917 -0.2 -0.4 0.7 0.428
N 5.292416 3.970907 5.471831 -0.8 0.4 -0.2 -0.529
O 4.225483 3.356950 5.675592 1.1 0.0 -0.2 0.107
O 6.356960 3.287014 5.411081 -0.8 1.0 0.4 -0.001
O 5.323005 5.177114 5.310496 0.2 -0.8 0.2 0.151
O -3.082472 -3.178492 0.488112 -0.2 0.0 -0.2 0.072
C -3.523957 -3.210612 -0.635578 0.2 0.0 0.0 -0.506
O -4.196903 -4.308841 -1.016687 -0.1 -0.1 0.2 0.003
C -4.919841 -4.392219 -2.251277 0.0 0.0 -0.2 -0.231
C -4.029802 -4.805277 -3.403604 0.2 0.0 0.1 -0.063
C -3.267357 -2.106435 -1.627570 -0.3 0.2 0.1 0.022
H -5.448638 -3.459831 -2.449905 0.1 0.0 0.0 0.114
H -5.679412 -5.152138 -2.079347 0.0 0.0 0.1 0.124
H -3.247264 -4.069896 -3.590241 0.0 0.1 0.0 0.067
H -4.616537 -4.921116 -4.314473 0.0 0.0 0.0 0.085
H -3.540738 -5.753098 -3.179634 -0.1 0.0 0.0 0.082
H -2.297819 -2.280955 -2.096390 0.0 0.0 0.0 0.097
H -3.238348 -1.154211 -1.101056 0.1 0.0 0.1 0.062
H -4.025603 -2.016879 -2.400638 0.1 -0.1 -0.1 0.075
C 0.848567 4.494073 5.449257 0.6 0.0 -0.4 -0.794
O 2.037393 4.827955 5.190442 -0.6 0.1 0.3 0.026
O 0.682831 3.093184 5.541012 0.0 0.1 0.0 -0.006
O -0.159891 5.179139 5.579251 -0.3 -0.1 -0.1 0.001
H 1.600003 2.799557 5.446839 0.0 -0.2 0.0 0.068
Ca -3.642242 2.136057 3.515968 1.4 -2.3 4.2 1.502